Density functional theory data (ωB97M-V/def2-TZVPD) for a cluster of 4 separate species, C9H14O2 in total at a distorted geometry.

Cartesian coordinates (Å):
C (2.442, -1.742, 0.261)
C (2.372, -0.130, -0.063)
C (0.963, 0.425, -0.119)
C (0.654, 1.869, -0.265)
C (-0.619, 2.371, -0.132)
C (0.155, 0.245, 1.213)
C (-1.221, -0.360, 0.763)
C (-2.346, -0.956, 1.227)
C (-1.153, -0.611, -0.625)
H (3.583, -2.039, -1.355)
H (0.854, -2.341, 0.155)
H (3.271, -2.005, 1.858)
H (2.956, 0.381, 0.731)
H (2.854, 0.098, -0.903)
H (1.367, 2.388, 0.504)
H (1.115, 2.240, -1.138)
H (-1.176, 2.445, 0.962)
H (-0.509, 3.394, -0.194)
H (-1.487, 2.014, -0.873)
H (0.540, -0.399, 1.869)
H (0.032, 1.148, 1.615)
H (-2.598, -0.552, 2.325)
H (-2.879, -1.248, 0.431)
O (-2.013, -1.093, -1.371)
O (0.087, -0.431, -1.072)

Charge = 0
E_LUMO = -1.4 eV
HOMO-LUMO gap = 8.53 eV
Calculated total energy = -13641.4381 eV